Here is C37H31Cl3FeGeP2Si as an isolated structure from the OMol25 dataset. Energies are from wB97M-V/def2-TZVPD.

LUMO energy (spin up / spin down) (eV): -6.6 / -6.8
Energy relative to the best compared isomer or geometry (same formula, charge and spin) (eV): 0.0192
Molar mass (g/mol): 800.503
Total charge: +2
2S+1: 5
Frontier orbital gap (spin up / spin down) (Ha): 0.2703 / 0.2735
E (eV): -193789.0641

```
76
Properties=species:S:1:pos:R:3:lowdin_spin:R:1
Fe -0.409 -0.028 -1.152 3.68
C -2.529 -1.642 0.667 0.01
Si -0.811 -1.222 1.197 -0.02
C -0.487 0.152 2.395 0.00
C -0.016 -0.125 3.676 0.00
C 0.198 0.913 4.578 0.00
C -0.040 2.225 4.202 0.00
C -0.497 2.519 2.921 0.00
C -0.724 1.484 2.025 0.00
P -1.326 1.746 0.345 0.03
C -0.743 3.368 -0.190 0.00
C 0.632 3.616 -0.175 0.00
C 1.116 4.850 -0.565 0.00
C 0.232 5.840 -0.982 0.00
C -1.132 5.595 -1.003 0.00
C -1.626 4.360 -0.605 0.00
C -3.125 1.812 0.422 0.01
C -3.796 1.920 1.637 0.00
C -5.183 1.962 1.652 0.00
C -5.896 1.896 0.463 0.00
C -5.227 1.790 -0.750 0.00
C -3.843 1.744 -0.774 0.00
C 0.148 -2.757 1.567 0.00
C -0.043 -3.634 2.635 0.00
C 0.748 -4.770 2.731 0.00
C 1.723 -5.042 1.776 0.00
C 1.917 -4.186 0.704 0.00
C 1.121 -3.048 0.614 0.00
P 1.269 -1.796 -0.658 0.01
C 2.763 -0.840 -0.374 0.01
C 2.671 0.288 0.443 0.00
C 3.807 1.017 0.755 0.00
C 5.037 0.618 0.249 0.00
C 5.134 -0.511 -0.554 0.00
C 4.002 -1.245 -0.868 0.00
C 1.316 -2.620 -2.249 0.00
C 2.031 -2.094 -3.325 0.00
C 2.025 -2.764 -4.537 0.00
C 1.294 -3.934 -4.686 0.00
C 0.560 -4.443 -3.622 0.00
C 0.571 -3.793 -2.401 0.00
H -2.987 -2.092 1.557 0.00
H -2.506 -2.411 -0.107 0.00
H -3.152 -0.810 0.349 0.00
H 0.207 -1.142 3.971 0.00
H 0.568 0.694 5.570 0.00
H 0.143 3.028 4.903 0.00
H -0.662 3.547 2.621 0.00
H 1.322 2.843 0.143 0.00
H 2.180 5.045 -0.545 0.00
H 0.610 6.806 -1.286 0.00
H -1.817 6.370 -1.320 0.00
H -2.694 4.180 -0.604 0.00
H -3.246 1.966 2.567 0.00
H -5.708 2.048 2.594 0.00
H -6.977 1.928 0.480 0.00
H -5.785 1.740 -1.675 0.00
H -3.323 1.654 -1.722 0.00
H -0.809 -3.450 3.378 0.00
H 0.604 -5.456 3.554 0.00
H 2.330 -5.933 1.866 0.00
H 2.666 -4.402 -0.047 0.00
H 1.710 0.581 0.855 0.00
H 3.736 1.888 1.392 0.00
H 5.926 1.186 0.487 0.00
H 6.097 -0.822 -0.936 0.00
H 4.085 -2.128 -1.490 0.00
H 2.584 -1.170 -3.223 0.00
H 2.589 -2.365 -5.369 0.00
H 1.292 -4.450 -5.636 0.00
H -0.014 -5.352 -3.741 0.00
H 0.009 -4.198 -1.569 0.00
Cl 0.052 -0.166 -5.623 0.00
Ge -0.945 1.143 -4.247 0.01
Cl -1.871 -0.746 -2.739 0.13
Cl 0.924 1.223 -2.592 0.10
```

=====

Here is an isolated ion of composition C9H14N3O2S and charge +1 at a distorted geometry from the OMol25 dataset. Energies are from wB97M-V/def2-TZVPD.

LUMO energy (eV): -4.2
Energy relative to the best compared isomer or geometry (same formula, charge and spin) (eV): 0.0000
Molar mass (g/mol): 228.297
Total charge: +1
2S+1: 1
Frontier orbital gap (Ha): 0.3162
E (eV): -28952.8131

```
29
Properties=species:S:1:pos:R:3:mulliken_charge:R:1
C -1.867 0.176 0.881 -0.21
C -1.032 0.372 1.951 1.12
C -3.243 0.158 1.327 0.02
C -1.602 -0.131 -0.518 0.32
C 0.492 0.516 1.950 -1.00
C 1.246 -0.561 1.322 -0.48
C 1.993 -0.121 0.017 -1.35
C 1.106 0.548 -1.054 -0.15
C 2.406 -0.365 -2.902 -0.92
N -3.308 0.371 2.678 -0.14
N -0.355 -0.301 -0.935 -0.10
N 1.563 0.599 -2.355 -0.20
O -4.229 -0.058 0.658 -0.71
O -2.595 -0.483 -1.247 -0.47
S -1.763 0.504 3.463 0.04
H 0.950 1.340 1.367 0.29
H 0.786 0.585 2.962 0.57
H 2.143 -0.774 2.012 0.32
H 0.579 -1.483 1.000 0.33
H 2.822 0.506 0.178 0.47
H 2.378 -0.976 -0.422 0.61
H 3.450 -0.362 -2.581 0.29
H 2.154 -1.452 -2.767 0.33
H 2.447 -0.193 -3.908 0.38
H -4.239 0.266 3.027 0.27
H 0.726 1.526 -0.755 0.50
H -0.524 -0.827 -1.782 0.27
H 0.891 1.180 -2.830 0.27
H -3.375 -0.563 -0.738 0.35
```

=====

Here is a 2-piece molecular cluster, C4H14N2O overall at a distorted geometry from the OMol25 dataset. Energies are from wB97M-V/def2-TZVPD.

LUMO energy (eV): 0.8
SMILES: C[C@@H](N)CCN.O
Energy relative to the best compared isomer or geometry (same formula, charge and spin) (eV): 1.6247
Molar mass (g/mol): 106.169
2S+1: 1
Frontier orbital gap (Ha): 0.3621
E (eV): -9401.9822

```
21
Properties=species:S:1:pos:R:3:mulliken_charge:R:1
C -1.941 0.783 -0.093 -1.23
C -0.704 0.030 0.495 0.51
C 0.028 -1.016 -0.335 -0.62
C 0.459 -0.425 -1.691 -0.58
N 1.846 -0.620 -2.032 -0.68
N -1.224 -0.432 1.821 -0.59
H -1.854 1.003 -1.187 0.32
H -2.782 0.105 0.026 0.36
H -2.082 1.798 0.267 0.30
H -0.052 0.895 0.678 -0.04
H -0.628 -1.916 -0.431 0.19
H 0.822 -1.438 0.300 0.37
H -0.080 -0.860 -2.552 0.29
H 0.202 0.641 -1.733 0.38
H 2.079 -1.618 -2.106 0.26
H 2.476 -0.342 -1.289 0.24
H -0.506 -0.949 2.302 0.26
H -2.125 -0.858 1.710 0.23
H 1.334 1.461 1.997 0.36
H 2.471 2.199 1.575 0.32
O 2.261 1.557 2.278 -0.65
```

=====

Here is a 2-piece molecular cluster, C4H10ClP overall at a distorted geometry from the OMol25 dataset. Energies are from wB97M-V/def2-TZVPD.

LUMO energy (eV): 0.6
Energy relative to the best compared isomer or geometry (same formula, charge and spin) (eV): 2.8497
Molar mass (g/mol): 124.551
2S+1: 1
Frontier orbital gap (Ha): 0.3034
E (eV): -26118.7671

```
16
Properties=species:S:1:pos:R:3:mulliken_charge:R:1
C -1.540 0.838 -0.893 -0.63
C 1.339 0.522 -1.074 -1.17
C -0.039 0.912 1.469 -1.25
C 0.019 -1.705 0.317 -1.12
P -0.160 0.074 -0.146 0.95
Cl -2.985 0.141 -0.120 -0.20
H -1.491 0.254 -2.307 0.16
H 2.115 0.886 -0.404 0.35
H 1.707 -0.342 -1.626 0.38
H 1.057 1.308 -1.774 0.37
H 0.781 0.536 2.074 0.39
H 0.081 1.978 1.277 0.37
H -0.984 0.761 1.989 0.36
H -0.830 -1.962 0.952 0.33
H -0.018 -2.313 -0.586 0.34
H 0.948 -1.886 0.852 0.37
```

=====

Here is C3H4O2 as an isolated structure at a distorted geometry from the OMol25 dataset. Energies are from wB97M-V/def2-TZVPD.

LUMO energy (eV): 0.8
Energy relative to the best compared isomer or geometry (same formula, charge and spin) (eV): 1.4608
Molar mass (g/mol): 72.063
2S+1: 1
Frontier orbital gap (Ha): 0.4156
E (eV): -7269.2251

```
9
Properties=species:S:1:pos:R:3:mulliken_charge:R:1
C 1.058 -0.392 -0.127 0.52
C 0.147 0.826 -0.115 -0.38
C -0.918 -0.417 -0.003 -0.32
H 0.115 1.403 -0.994 0.29
H 0.173 1.356 0.952 0.20
H -1.310 -0.316 1.132 0.20
H -1.616 -0.674 -0.800 0.29
O 2.211 -0.380 0.021 -0.48
O 0.139 -1.407 -0.067 -0.32
```

=====

Here is one molecule with the formula C4H8O from the OMol25 dataset. Energies are from wB97M-V/def2-TZVPD.

LUMO energy (eV): 1.0
Energy relative to the best compared isomer or geometry (same formula, charge and spin) (eV): 3.0266
Molar mass (g/mol): 72.107
2S+1: 1
Frontier orbital gap (Ha): 0.3464
E (eV): -6322.1413

```
13
Properties=species:S:1:pos:R:3:mulliken_charge:R:1
C -1.191 -0.838 0.108 -1.31
C -0.027 0.135 0.151 0.45
C 1.332 -0.539 0.091 -1.32
C -0.233 2.281 -0.983 -0.25
O -0.137 0.991 -1.029 -0.13
H -1.147 -1.511 0.970 0.37
H -2.146 -0.304 0.129 0.32
H -1.149 -1.438 -0.808 0.33
H 1.455 -1.212 0.946 0.37
H 2.136 0.203 0.112 0.32
H 1.422 -1.125 -0.830 0.34
H -0.217 2.561 0.115 0.12
H -0.098 0.796 1.027 0.39
```

=====

Here is C7H10BrNPb as an isolated structure at a distorted geometry from the OMol25 dataset. Energies are from wB97M-V/def2-TZVPD.

LUMO energy (spin up / spin down) (eV): 5.3 / 5.3
Energy relative to the best compared isomer or geometry (same formula, charge and spin) (eV): 3.9263
Molar mass (g/mol): 395.268
Total charge: -2
2S+1: 1
Frontier orbital gap (spin up / spin down) (Ha): 0.1493 / 0.1784
E (eV): -84194.8820

```
20
Properties=species:S:1:pos:R:3:mulliken_charge:R:1
C 1.344 -1.037 -0.235 -0.89
C 0.509 -1.757 -1.138 -0.54
C -0.277 -2.675 -0.382 -0.52
C 0.067 -2.533 0.997 -0.59
C 1.063 -1.513 1.080 -0.39
Pb -0.954 1.192 0.558 0.44
N 1.284 0.624 3.346 -0.60
C -0.436 2.430 -1.023 -0.71
C -1.235 1.619 -1.868 -0.78
H -0.995 -3.391 -0.779 0.37
H 0.508 -1.653 -2.216 0.45
H -0.347 -3.089 1.843 0.38
H 1.551 -1.197 2.003 0.35
H 2.080 -0.280 -0.496 0.53
H -0.734 0.871 -2.482 0.23
H -0.785 3.445 -0.791 0.42
H 1.577 1.646 3.349 -0.05
H -2.250 1.917 -2.142 0.31
H 0.662 2.302 -1.066 0.27
Br -2.633 3.078 1.444 -0.68
```

=====

Here is one molecule with the formula C7H9N at a distorted geometry from the OMol25 dataset. Energies are from wB97M-V/def2-TZVPD.

LUMO energy (eV): -0.4
Energy relative to the best compared isomer or geometry (same formula, charge and spin) (eV): 4.0185
Molar mass (g/mol): 107.156
2S+1: 1
Frontier orbital gap (Ha): 0.2777
E (eV): -8891.1379

```
17
Properties=species:S:1:pos:R:3:mulliken_charge:R:1
C -2.621 0.201 -0.256 -0.50
C -2.705 -1.148 -0.053 -0.32
C -1.199 0.500 -0.069 0.70
C -1.464 -1.670 0.385 -0.59
C -0.835 1.808 -0.161 -0.97
C 1.957 -0.500 -0.380 -1.09
C 0.861 -0.924 0.655 -0.54
N -0.559 -0.691 0.230 0.31
H -3.442 0.858 -0.607 0.31
H -3.586 -1.809 -0.121 0.37
H 0.046 2.263 0.101 0.35
H -1.662 2.514 -0.262 0.25
H 2.833 -1.144 -0.227 0.37
H 1.591 -0.908 -1.309 0.33
H 0.875 -1.951 0.670 0.45
H 2.282 0.526 -0.205 0.31
H 1.030 -0.427 1.667 0.27
```

=====

Here is one molecule with the formula C5H5F4O4P from the OMol25 dataset. Energies are from wB97M-V/def2-TZVPD.

LUMO energy (eV): 0.4
SMILES: O=[PH2][C@H]1OC(=O)O[C@@H]1C(F)(F)C(F)F
Molar mass (g/mol): 236.057
2S+1: 1
Frontier orbital gap (Ha): 0.4225
E (eV): -33614.7352

```
19
Properties=species:S:1:pos:R:3:mulliken_charge:R:1
O 3.075 0.248 0.998 -0.57
P 2.628 -0.442 -0.221 0.31
C 0.799 -0.388 -0.519 -0.29
O 0.215 -1.520 0.152 -0.41
C 0.097 -1.141 1.463 0.64
O 0.061 -1.870 2.384 -0.48
O -0.016 0.207 1.513 -0.38
C 0.124 0.737 0.207 0.02
C -1.220 1.145 -0.386 0.69
F -1.619 2.276 0.255 -0.31
F -0.999 1.459 -1.695 -0.31
C -2.359 0.115 -0.321 0.09
F -3.373 0.547 -1.120 -0.28
F -2.812 0.046 0.959 -0.24
H 3.217 0.053 -1.400 0.09
H 2.858 -1.826 -0.253 0.10
H 0.650 -0.422 -1.590 0.49
H 0.717 1.647 0.224 0.56
H -2.043 -0.871 -0.649 0.30
```

=====

Here is C2H3FOY as an isolated structure at a distorted geometry from the OMol25 dataset. Energies are from wB97M-V/def2-TZVPD.

LUMO energy (spin up / spin down) (eV): -10.1 / -10.1
Energy relative to the best compared isomer or geometry (same formula, charge and spin) (eV): 0.0000
Molar mass (g/mol): 150.949
Total charge: +2
2S+1: 2
Frontier orbital gap (spin up / spin down) (Ha): 0.2388 / 0.3985
E (eV): -7910.0788

```
8
Properties=species:S:1:pos:R:3:lowdin_spin:R:1
H -1.037 -1.211 -1.266 0.00
C -1.239 -0.327 -0.575 0.01
C -1.176 -0.947 0.776 0.01
O -0.046 -1.085 1.243 0.03
H -2.157 0.265 -0.690 0.00
F -0.149 0.545 -0.685 0.02
H -1.994 -1.633 1.050 0.00
Y 1.617 0.568 1.052 0.93
```

=====

Here is C19H17BrCl2N3O7PdS as an isolated structure at a distorted geometry from the OMol25 dataset. Energies are from wB97M-V/def2-TZVPD.

LUMO energy (spin up / spin down) (eV): 1.1 / 1.1
Energy relative to the best compared isomer or geometry (same formula, charge and spin) (eV): 0.6811
Molar mass (g/mol): 688.656
Total charge: -1
2S+1: 1
Frontier orbital gap (spin up / spin down) (Ha): 0.2303 / 0.2175
E (eV): -148178.5212

```
51
Properties=species:S:1:pos:R:3:mulliken_charge:R:1
Pd -0.019 0.095 -0.323 0.95
Br -6.289 0.570 7.463 -0.22
C -5.601 -0.854 6.415 0.18
C -5.139 -0.601 5.133 -0.74
C -4.627 -1.638 4.373 -0.09
C -4.592 -2.949 4.878 0.11
C -5.096 -3.175 6.164 -0.23
C -5.578 -2.136 6.939 -0.44
N -4.147 -4.087 4.192 -0.89
N -3.611 -3.998 3.016 -0.22
C -2.605 -3.144 2.737 -0.56
C -1.836 -2.457 3.704 -0.34
C -0.890 -1.517 3.366 -0.90
C -0.678 -1.155 2.021 1.06
O 0.174 -0.272 1.649 -0.80
C -1.451 -1.858 1.024 0.43
N -1.265 -1.451 -0.266 -0.35
C -1.826 -2.109 -1.251 -0.33
C -2.617 -3.244 -1.009 -0.94
C -2.872 -3.633 0.279 -0.40
C -2.310 -2.905 1.346 0.83
H -5.183 0.400 4.725 0.45
H -4.273 -1.434 3.373 0.54
H -5.094 -4.191 6.538 0.42
H -5.941 -2.315 7.942 0.39
H -2.014 -2.702 4.743 0.46
H -0.297 -1.019 4.121 0.46
H -1.659 -1.728 -2.248 0.43
H -3.020 -3.793 -1.849 0.40
H -3.491 -4.493 0.498 0.51
O 1.299 1.761 -0.170 -0.59
Cl 2.645 1.285 -0.683 1.79
O 2.652 1.416 -2.112 -0.63
O 3.662 2.092 -0.083 -0.67
O 2.791 -0.085 -0.280 -0.60
C -1.457 3.215 0.244 -0.82
S -2.437 1.903 1.005 0.04
C -3.490 1.540 -0.415 -0.68
H -0.993 2.853 -0.673 0.12
H -0.670 3.487 0.943 0.29
H -2.090 4.078 0.039 0.39
H -3.937 2.460 -0.791 0.36
H -4.282 0.871 -0.082 0.28
H -2.905 1.065 -1.204 0.05
Cl -0.810 0.906 -5.291 -0.25
C 0.673 0.384 -4.417 -0.72
C 0.374 -0.120 -3.016 0.97
O 0.824 -1.212 -2.695 -0.61
O -0.343 0.649 -2.260 -0.50
H 1.332 1.246 -4.345 0.22
H 1.135 -0.410 -4.989 0.39
```

=====

Here is C39H35IrN6O3S2 as an isolated structure at a distorted geometry from the OMol25 dataset. Energies are from wB97M-V/def2-TZVPD.

LUMO energy (spin up / spin down) (eV): -8.6 / -11.3
Energy relative to the best compared isomer or geometry (same formula, charge and spin) (eV): 0.1554
Molar mass (g/mol): 892.099
Total charge: +3
2S+1: 2
Frontier orbital gap (spin up / spin down) (Ha): 0.2697 / 0.1722
E (eV): -80580.8062

```
86
Properties=species:S:1:pos:R:3:lowdin_spin:R:1
Ir 0.375 0.268 0.076 0.44
O -2.615 0.488 2.530 0.11
C -1.553 0.128 2.085 0.02
N -1.334 -0.197 0.755 0.30
C -2.526 -0.258 -0.069 0.03
C -2.080 -0.223 -1.484 0.00
C -2.956 -0.465 -2.528 0.00
C -2.492 -0.470 -3.825 0.00
C -1.143 -0.223 -4.039 0.00
C -0.324 0.023 -2.966 0.00
N -0.765 0.037 -1.682 0.00
C -0.310 -0.003 2.883 0.00
C -0.336 -0.135 4.252 0.00
C 0.859 -0.364 4.917 0.00
C 2.021 -0.445 4.171 0.00
C 1.969 -0.282 2.798 0.00
N 0.819 -0.058 2.139 0.00
H -3.196 0.584 0.131 0.01
H -3.115 -1.149 0.162 0.02
H -3.997 -0.657 -2.303 0.00
H -3.159 -0.679 -4.651 0.00
H -0.720 -0.226 -5.034 0.00
H 0.714 0.226 -3.129 0.00
H -1.287 -0.080 4.763 0.00
H 0.880 -0.485 5.992 0.00
H 2.976 -0.639 4.641 0.00
H 2.875 -0.331 2.229 0.00
N 6.410 4.105 -0.948 0.00
C 6.163 2.781 -1.024 0.00
O 6.945 1.945 -1.415 0.00
C 4.781 2.320 -0.610 0.00
C 4.681 1.045 -0.072 0.00
C 3.442 0.515 0.175 0.00
N 2.287 1.188 -0.057 0.00
C 2.395 2.433 -0.562 0.00
C 3.612 3.017 -0.853 0.00
H 7.328 4.434 -1.203 0.00
H 5.763 4.752 -0.534 0.00
H 5.578 0.466 0.109 0.00
H 3.356 -0.499 0.522 0.00
H 1.467 2.957 -0.732 0.00
H 3.624 3.999 -1.306 0.00
O -0.211 2.300 0.471 0.03
S -0.732 2.991 1.765 0.00
C 0.067 4.585 1.782 0.00
C 1.556 4.477 2.013 0.00
C 2.090 3.714 3.049 0.00
C 3.456 3.729 3.292 0.00
C 4.294 4.522 2.515 0.00
C 3.766 5.267 1.473 0.00
C 2.401 5.232 1.212 0.00
C -2.449 3.535 1.463 0.00
C -2.643 4.381 0.254 0.00
C -2.993 5.733 0.397 0.00
C -3.202 6.521 -0.714 0.00
C -3.043 5.970 -1.988 0.00
C -2.709 4.620 -2.144 0.00
C -2.501 3.834 -1.034 0.00
H -0.439 5.105 2.604 0.00
H -0.155 5.094 0.843 0.00
H 1.441 3.123 3.689 0.00
H 3.865 3.157 4.115 0.00
H 5.350 4.580 2.748 0.00
H 4.406 5.910 0.880 0.00
H 1.991 5.835 0.409 0.00
H -2.710 4.056 2.388 0.00
H -3.003 2.594 1.440 0.00
H -3.133 6.141 1.392 0.00
H -3.492 7.558 -0.611 0.00
H -3.169 6.596 -2.862 0.00
H -2.614 4.209 -3.140 0.00
H -2.222 2.791 -1.136 0.00
S 2.153 -3.762 -0.602 0.01
C 1.255 -2.487 -0.003 0.01
N 1.369 -1.330 -0.637 0.00
C 2.292 -1.437 -1.728 0.00
C 2.739 -0.460 -2.632 0.00
C 3.658 -0.818 -3.588 0.00
C 4.160 -2.129 -3.674 0.00
C 3.742 -3.095 -2.796 0.00
C 2.804 -2.732 -1.822 0.00
H 0.601 -2.609 0.849 0.00
H 2.374 0.552 -2.584 0.00
H 4.008 -0.075 -4.291 0.00
H 4.882 -2.378 -4.439 0.00
H 4.131 -4.103 -2.847 0.00
```

=====

> The lowest E belongs to which entry?

C37H31Cl3FeGeP2Si

=====

> What is the formula in the twelfth record?

C39H35IrN6O3S2